(1)
2 unconnected molecules or ions with the total composition H4O2, computed with wB97M-V/def2-TZVPD.

```
6
Properties=species:S:1:pos:R:3:nbo_charge:R:1
O -0.98741 -1.33526 -0.71642 -0.9542
H -0.51076 -0.49867 -0.65299 0.4867
H -0.57024 -1.89065 -0.05322 0.4614
O 0.44750 0.96540 0.34504 -0.9534
H 0.52198 1.30289 1.24143 0.4819
H 1.09892 1.45628 -0.16384 0.4776
```

Summary:
Molar mass in g/mol: 36.0
Frontier orbital gap in eV: 11.446
SMILES string: O.O
HOMO in eV: -10.856
Lowest unoccupied orbital energy in eV: 0.590


(2)
2 unconnected molecules or ions with the total composition H4O2, computed with wB97M-V/def2-TZVPD.

```
6
Properties=species:S:1:pos:R:3:nbo_charge:R:1
H -0.46489 -0.64569 -1.76302 0.4900
H -0.72840 -1.64335 -0.53823 0.4970
H -0.14428 0.68539 1.61426 0.4506
H 0.04990 0.47059 0.11875 0.4869
O -0.31310 -0.80386 -0.83958 -0.9506
O 0.47406 0.94549 0.91061 -0.9738
```

Summary:
Molar mass in g/mol: 36.0
Frontier orbital gap in eV: 10.916
SMILES string: O.O
HOMO in eV: -10.405
Lowest unoccupied orbital energy in eV: 0.511


It is (1) that is the most stable of them.


(1)
2 unconnected molecules or ions with the total composition H4O2, computed with wB97M-V/def2-TZVPD.

```
6
Properties=species:S:1:pos:R:3:nbo_charge:R:1
O -1.04614 1.62026 0.79045 -0.9435
H -0.82754 0.87250 0.23429 0.4783
H -0.82378 1.33364 1.67624 0.4648
O 0.52656 -1.15977 -0.88171 -0.9440
H 0.90040 -1.98394 -0.56992 0.4723
H 1.27049 -0.68268 -1.24935 0.4721
```

Summary:
Molar mass in g/mol: 36.0
Frontier orbital gap in eV: 11.988
SMILES string: O.O
HOMO in eV: -11.263
Lowest unoccupied orbital energy in eV: 0.725


(2)
2 unconnected molecules or ions with the total composition H4O2, computed with wB97M-V/def2-TZVPD.

```
6
Properties=species:S:1:pos:R:3:nbo_charge:R:1
H -1.21251 -0.64852 1.99749 0.4664
H -0.22317 -1.02281 0.90965 0.4592
H 1.15875 1.28045 -1.84158 0.4787
H 0.60623 -0.06932 -1.09365 0.4713
O -0.99303 -0.43060 1.10038 -0.9256
O 0.66375 0.89080 -1.07230 -0.9501
```

Summary:
Molar mass in g/mol: 36.0
Frontier orbital gap in eV: 12.127
SMILES string: O.O
HOMO in eV: -11.349
Lowest unoccupied orbital energy in eV: 0.778


It is (1) that is the most stable of them.


(1)
2 unconnected molecules or ions with the total composition H4O2, computed with wB97M-V/def2-TZVPD.

```
6
Properties=species:S:1:pos:R:3:nbo_charge:R:1
H 0.86261 -0.33913 -0.44248 0.4829
H 1.59885 0.66692 0.42676 0.4642
H -1.22915 -0.61108 0.63151 0.4803
H -1.89038 0.43882 -0.28299 0.4824
O 1.72529 -0.10179 -0.15387 -0.9520
O -1.06723 -0.05375 -0.17894 -0.9579
```

Summary:
Molar mass in g/mol: 36.0
Frontier orbital gap in eV: 11.504
SMILES string: O.O
HOMO in eV: -10.939
Lowest unoccupied orbital energy in eV: 0.565


(2)
2 unconnected molecules or ions with the total composition H4O2, computed with wB97M-V/def2-TZVPD.

```
6
Properties=species:S:1:pos:R:3:nbo_charge:R:1
H -0.06548 1.42943 0.75736 0.4756
H -0.44168 1.76138 -0.61055 0.4742
H 0.23245 -2.01744 0.44298 0.4623
H 0.18512 -0.69765 -0.36362 0.4915
O -0.60342 1.06774 0.02951 -0.9374
O 0.69301 -1.54348 -0.25568 -0.9662
```

Summary:
Molar mass in g/mol: 36.0
Frontier orbital gap in eV: 11.561
SMILES string: O.O
HOMO in eV: -10.898
Lowest unoccupied orbital energy in eV: 0.662


It is (2) that is the most stable of them.